Computed, not measured: a structure of composition C47H47ClIIrN7O2P3SSe2 at a distorted geometry, with ωB97M-V/def2-TZVPD.

## Properties
HOMO energy (spin up / spin down) = -7.26 / -7.26 eV
LUMO energy (spin up / spin down) = -0.0114 / -0.0114 hartree
Spin multiplicity = 1
Electronic energy = -256887.604 eV
Frontier orbital gap (spin up / spin down) = 0.2553 / 0.2552 Eh

Each line ends with the Mulliken charge.
Positions of all 112 atoms, in Å:
Ir  -0.18603  0.32803  0.02639  1.14
Se  6.24893  1.61515  2.19912  -0.35
P  5.75182  0.51942  0.47699  1.25
C  6.47924  1.16941  -1.05424  0.04
C  7.41910  2.19080  -1.00924  -0.31
C  8.02047  2.62795  -2.18700  -0.70
C  7.68163  2.04172  -3.39904  -0.52
C  6.74375  1.01572  -3.44264  -0.77
C  6.13951  0.58006  -2.27365  -0.22
C  6.37614  -1.18191  0.61454  0.54
C  5.82116  -2.00590  1.59577  -0.37
C  6.36883  -3.25123  1.84634  -0.73
C  7.48288  -3.68012  1.13090  -0.51
C  8.04793  -2.85726  0.17192  -0.67
C  7.49964  -1.60273  -0.08451  -0.49
C  4.00470  0.29224  0.09696  -0.19
C  2.85037  1.05446  0.14587  0.07
N  1.84687  0.25058  -0.27016  0.93
N  2.34540  -0.94313  -0.55042  -0.69
N  3.63633  -0.93919  -0.33162  -0.36
P  2.40966  2.75309  0.25174  1.18
Se  0.31832  2.82207  0.67426  -0.40
C  3.29576  3.63730  1.53081  0.78
C  3.10851  3.17014  2.83308  -0.63
C  3.67010  3.85772  3.89247  -0.72
C  4.40934  5.01150  3.65690  -0.51
C  4.56963  5.49127  2.36568  -0.86
C  4.00544  4.81046  1.29502  -0.27
C  2.81329  3.40426  -1.37837  0.64
C  1.79991  3.55168  -2.32077  -0.66
C  2.11858  3.98719  -3.60103  -0.83
C  3.43521  4.27408  -3.93437  -0.69
C  4.44924  4.11250  -2.99615  -1.07
C  4.14269  3.66802  -1.72012  -0.15
H  7.67016  2.63306  -0.05180  0.40
H  8.76093  3.41768  -2.15234  0.39
H  8.14965  2.38324  -4.31492  0.39
H  6.49112  0.55125  -4.38792  0.42
H  5.40976  -0.22256  -2.29650  0.43
H  4.96522  -1.66173  2.16391  0.42
H  5.93538  -3.88361  2.61182  0.43
H  7.91446  -4.65336  1.33135  0.38
H  8.92503  -3.17940  -0.37568  0.40
H  7.95576  -0.95972  -0.82593  0.31
H  2.53699  2.26490  3.00920  0.47
H  3.53434  3.49284  4.90241  0.41
H  4.85995  5.54223  4.48711  0.39
H  5.12650  6.40238  2.18748  0.42
H  4.12407  5.19064  0.29048  0.50
H  0.77264  3.32247  -2.05569  0.33
H  1.33246  4.10849  -4.33549  0.47
H  3.67614  4.62392  -4.93103  0.40
H  5.47774  4.33297  -3.25492  0.46
H  4.93466  3.52079  -0.99433  0.59
Cl  -5.03555  -2.52120  4.13496  -0.29
C  -3.59424  -1.73310  3.54875  0.90
C  -2.55547  -1.50078  4.40339  -0.41
C  -1.38524  -0.86680  3.95112  -0.34
I  0.21066  -0.54787  5.24282  0.03
C  -1.25443  -0.41296  2.64662  0.02
O  -0.25742  0.26223  2.18942  -0.21
C  -2.33044  -0.71198  1.76236  0.08
N  -2.13144  -0.37721  0.44643  0.64
C  -3.04788  -0.66870  -0.44423  0.09
C  -4.26572  -1.27196  -0.08665  -1.94
C  -4.49194  -1.61561  1.21185  -0.88
C  -3.50093  -1.36301  2.18774  -0.47
H  -2.63567  -1.80997  5.43681  0.46
H  -2.82913  -0.40196  -1.46932  0.85
H  -5.00969  -1.45516  -0.84897  0.55
H  -5.41144  -2.10356  1.50874  0.44
S  -1.32266  1.51201  -1.76897  -0.25
C  -2.80795  2.12487  -1.00503  0.91
C  -2.93437  2.58791  0.30796  -0.20
C  -4.12665  3.14926  0.75035  -1.17
C  -5.22779  3.22639  -0.09104  -0.50
C  -5.13079  2.71412  -1.37579  -0.68
C  -3.93440  2.17469  -1.83017  -0.62
H  -2.11059  2.50482  0.99928  0.20
H  -4.18351  3.53368  1.76207  0.44
H  -6.14710  3.68529  0.24956  0.40
H  -5.99064  2.73528  -2.03537  0.39
H  -3.85934  1.79304  -2.84273  0.44
C  -2.61843  -4.49793  -1.15871  -1.14
N  -1.75391  -3.84247  -0.19922  1.20
C  -2.07148  -4.12302  1.20314  -1.49
P  -0.26177  -3.21497  -0.51206  -0.97
O  -0.07381  -1.90260  0.19929  -0.54
N  0.77297  -4.33356  0.11303  0.77
C  0.55424  -5.76485  -0.01066  -1.26
C  2.17097  -3.97801  0.36083  -0.66
N  -0.10252  -3.11246  -2.13984  0.77
C  0.05673  -4.29386  -2.97536  -1.26
C  -0.17099  -1.86906  -2.90033  -0.43
H  -3.65573  -4.21625  -0.96351  0.33
H  -2.55339  -5.59216  -1.10480  0.29
H  -2.37311  -4.18186  -2.16968  0.33
H  -3.11911  -3.89090  1.39492  0.48
H  -1.45750  -3.50427  1.85579  0.33
H  -1.90324  -5.17672  1.45399  0.35
H  -0.47648  -5.97922  -0.28893  0.36
H  0.76038  -6.25526  0.94447  0.30
H  1.21846  -6.20652  -0.76133  0.31
H  2.28946  -2.90537  0.34560  -0.11
H  2.82744  -4.40572  -0.40549  0.29
H  2.47843  -4.36252  1.33633  0.37
H  0.08938  -5.20039  -2.37824  0.26
H  0.98553  -4.22886  -3.54748  0.30
H  -0.76874  -4.38364  -3.68769  0.42
H  -0.11200  -1.01049  -2.24104  -0.40
H  -1.09855  -1.79942  -3.47964  0.21
H  0.67547  -1.81441  -3.58941  0.34

Force components x, y, z for each atom (eV/Å):
-1.04 1.03 1.25
-0.13 0.14 -0.08
0.22 -0.01 0.12
0.02 -0.10 -0.09
0.04 0.02 -0.14
-0.08 -0.04 0.07
0.01 0.02 0.03
-0.03 -0.01 0.02
0.01 0.05 0.02
0.04 0.03 0.13
0.02 0.00 -0.08
-0.03 0.04 0.01
0.00 -0.01 0.01
-0.02 0.10 -0.03
-0.06 -0.10 0.00
0.14 -0.46 0.01
-0.05 -0.02 0.04
-0.12 -0.15 0.14
0.36 0.25 -0.23
-0.16 0.13 -0.17
0.46 0.36 -0.22
-0.86 -1.09 -0.06
-0.18 0.10 0.11
0.11 -0.03 0.00
0.03 0.01 -0.01
0.00 -0.01 0.00
-0.02 -0.03 -0.04
0.01 -0.05 0.09
0.14 0.16 -0.05
0.04 0.06 0.00
0.06 0.00 0.01
-0.02 -0.01 0.02
-0.02 0.00 0.03
-0.05 -0.04 -0.03
0.01 -0.02 -0.01
-0.03 0.00 0.00
0.00 -0.02 0.03
-0.02 0.03 0.03
0.02 0.02 -0.02
0.01 -0.02 0.00
0.01 0.01 -0.04
-0.01 0.03 0.00
-0.03 0.00 0.01
0.00 -0.01 -0.01
-0.03 0.04 0.00
0.02 0.00 -0.03
-0.04 -0.01 -0.02
0.01 -0.03 0.01
-0.03 0.04 0.02
0.03 0.03 -0.02
0.01 -0.02 0.02
-0.01 -0.01 0.02
-0.03 -0.04 0.00
-0.01 0.01 -0.05
0.05 0.00 -0.04
-0.07 -0.04 -0.02
0.17 0.05 -0.01
-0.05 0.03 0.19
-0.02 0.00 0.02
0.14 0.14 -0.17
1.06 -0.71 0.21
-0.27 -0.18 -0.35
-0.14 0.69 0.46
-0.12 -0.15 0.02
0.05 -0.11 0.02
-0.06 -0.02 0.09
-0.16 0.15 -0.07
0.03 0.00 -0.01
0.00 -0.02 0.03
0.03 0.00 -0.04
-0.01 0.06 0.00
0.73 -0.68 -0.79
0.09 0.11 0.08
-0.17 0.04 -0.16
0.13 -0.07 -0.04
0.01 0.02 0.05
0.06 0.01 -0.10
-0.06 0.10 0.00
-0.04 -0.02 0.08
-0.02 -0.04 -0.02
-0.01 -0.07 0.02
0.04 0.03 0.00
0.00 0.00 0.04
-0.05 0.16 -0.02
-0.24 -0.16 0.23
0.02 -0.09 -0.17
-0.07 0.21 0.20
0.01 0.18 -0.62
0.32 0.02 -0.06
-0.08 0.07 0.20
-0.09 -0.20 0.00
0.05 0.15 -0.37
0.11 0.11 0.09
-0.02 -0.04 0.05
-0.03 0.00 0.02
0.02 -0.01 0.01
-0.02 0.00 0.02
0.00 -0.03 -0.02
-0.01 0.00 0.01
0.03 -0.01 -0.02
0.02 -0.02 0.04
0.00 -0.01 0.00
0.01 0.01 -0.01
-0.01 0.08 0.06
-0.02 0.00 0.01
-0.01 -0.03 0.00
-0.03 -0.02 -0.01
0.04 0.01 0.01
-0.03 0.00 -0.01
-0.03 0.04 0.07
0.01 -0.05 0.01
0.01 -0.05 0.00

=====

Computed, not measured: a cluster of 2 separate species, C47H47F7N3 in total at a distorted geometry, with ωB97M-V/def2-TZVPD.

## Properties
HOMO energy = -8.78 eV
Total charge = +1
LUMO energy = -0.2312 hartree
Spin multiplicity = 1
Electronic energy = -72985.020 eV
Frontier orbital gap = 0.0916 Eh

Each line ends with the Mulliken charge.
Positions of all 104 atoms, in Å:
C  4.42304  1.37444  2.54872  -1.47
C  3.17243  2.24071  2.64620  1.26
C  3.52278  3.68921  2.99153  -1.40
C  2.17777  1.63976  3.64148  0.87
C  2.51956  1.59697  4.98967  -0.38
C  1.60972  1.12828  5.93563  -1.47
C  0.31844  0.76580  5.55315  -0.52
C  -0.03353  0.77287  4.20723  0.76
C  -1.43601  0.37316  3.76543  1.76
C  -2.50967  0.79201  4.77339  -1.94
C  -1.48227  -1.11572  3.46243  -1.26
C  0.92902  1.13777  3.24585  -1.69
N  0.54962  1.21106  1.85113  2.34
N  0.16897  2.41123  1.36068  -0.85
N  -0.11478  2.18687  0.05428  2.14
C  -0.72797  3.24955  -0.71779  -2.16
C  0.07817  4.26850  -1.25861  1.12
C  1.58240  4.31726  -0.99539  1.51
C  1.96698  5.63740  -0.32617  -1.57
C  2.38715  4.06959  -2.27012  -1.34
C  -0.50627  5.24012  -2.07201  -0.18
C  -1.87020  5.21069  -2.33224  -1.67
C  -2.67233  4.25186  -1.72879  -0.52
C  -2.12496  3.29304  -0.87846  0.79
C  -3.04460  2.31216  -0.15088  1.57
C  -3.39046  1.11868  -1.03949  -1.23
C  -4.29231  3.01872  0.39379  -1.81
C  0.15996  0.86740  -0.29242  -0.82
C  -0.01745  0.33786  -1.60499  1.14
C  -0.12401  -1.06170  -1.76986  -0.87
C  -0.13104  -1.61826  -3.03016  0.40
C  -0.17885  -0.81660  -4.15192  -0.30
C  -0.32845  -1.49623  -5.48075  0.97
F  -0.19068  -0.65618  -6.53405  -0.27
F  0.60561  -2.49956  -5.63162  -0.28
F  -1.56558  -2.09338  -5.58343  -0.25
C  -0.11594  0.57045  -4.03474  -1.86
C  -0.02612  1.14367  -2.77710  0.24
C  0.60754  0.21825  0.84733  1.30
C  1.08946  -1.06913  1.03740  -3.01
H  4.15137  0.35552  2.25053  0.33
H  5.12245  1.78025  1.80909  0.43
H  4.93594  1.31959  3.51680  0.33
H  2.68703  2.24414  1.66513  -0.54
H  2.61289  4.30147  3.01291  0.33
H  4.00919  3.75905  3.97422  0.32
H  4.20131  4.10279  2.23399  0.40
H  3.51126  1.94854  5.28684  0.40
H  1.88241  1.11649  6.98575  0.38
H  -0.42505  0.47550  6.30237  0.26
H  -1.64543  0.91068  2.83091  -0.47
H  -2.39772  1.85564  5.01098  0.42
H  -3.50755  0.64355  4.34324  0.42
H  -2.43719  0.21481  5.70344  0.39
H  -0.70190  -1.38748  2.74204  0.23
H  -1.30644  -1.69265  4.37909  0.30
H  -2.45230  -1.40856  3.04375  0.39
H  1.80486  3.50774  -0.29097  -0.68
H  1.39142  5.76582  0.59845  0.35
H  3.03322  5.65029  -0.07005  0.41
H  1.75416  6.48783  -0.98738  0.35
H  2.12401  3.09695  -2.70453  0.31
H  2.18129  4.84300  -3.02269  0.30
H  3.46224  4.07154  -2.05137  0.44
H  0.12157  6.02271  -2.50396  0.40
H  -2.31383  5.94411  -3.00168  0.38
H  -3.74774  4.24998  -1.90874  0.35
H  -2.48420  1.93548  0.71507  -0.38
H  -2.47731  0.65103  -1.42812  0.17
H  -3.95338  0.35882  -0.48112  0.41
H  -3.98454  1.44407  -1.90367  0.29
H  -4.00032  3.91522  0.95274  0.41
H  -4.96699  3.32166  -0.41553  0.37
H  -4.84671  2.36378  1.07583  0.43
H  -0.18451  -1.71160  -0.90162  0.91
H  -0.12218  -2.69042  -3.14206  -0.83
H  -0.12598  1.18563  -4.92739  0.55
H  0.06207  2.22643  -2.70101  0.66
H  1.48098  -1.59083  0.18578  0.69
H  1.24980  -1.44069  2.03446  0.38
F  2.05279  -8.39484  0.88214  -0.29
C  2.11747  -7.64340  -0.27457  0.27
C  3.14967  -7.92995  -1.16882  -0.65
C  3.12264  -7.21875  -2.37091  0.29
F  4.05614  -7.55937  -3.33145  -0.29
C  2.18731  -6.23828  -2.64952  -0.69
C  1.17880  -5.89284  -1.68516  0.73
C  0.28051  -4.80942  -1.98034  -0.35
C  -1.13867  -4.77148  -1.76694  1.39
C  -2.01412  -4.21604  -2.76289  -0.76
C  -3.35696  -4.02058  -2.49956  0.36
F  -4.15767  -3.45004  -3.46716  -0.30
C  -3.95920  -4.39412  -1.29893  -0.70
C  -3.13482  -5.05843  -0.39014  0.29
F  -3.71285  -5.52970  0.77155  -0.31
C  -1.78690  -5.29674  -0.60900  -0.89
C  1.13820  -6.68647  -0.50615  -0.79
H  3.89345  -8.69335  -0.96040  0.50
H  2.18783  -5.72583  -3.61221  0.54
H  0.69091  -4.10532  -2.70620  0.55
H  -1.61288  -3.92820  -3.73517  0.56
H  -5.01237  -4.23118  -1.10377  0.54
H  -1.21918  -5.84304  0.13311  0.34
H  0.36658  -6.52907  0.23661  0.62

Force components x, y, z for each atom (eV/Å):
0.10 -0.24 -0.01
-0.26 -0.21 -0.01
-0.18 0.09 0.06
0.28 0.03 -0.58
-0.20 -0.20 0.21
-0.03 0.30 -0.13
0.27 -0.09 -0.05
-0.30 -0.25 -0.50
0.02 0.34 -0.03
0.07 0.10 -0.08
0.08 -0.40 -0.03
0.03 0.62 0.68
-0.36 0.95 -1.10
-0.83 -1.33 -1.43
0.87 -0.66 2.47
-0.27 1.11 -0.25
0.50 -0.32 0.09
-0.20 -0.17 0.12
-0.10 0.05 0.14
-0.03 -0.07 -0.17
-0.06 -0.13 0.10
0.05 -0.01 -0.10
0.09 -0.01 0.04
-0.03 -0.65 0.23
0.26 0.08 0.13
0.03 -0.14 -0.20
0.08 0.05 0.04
-0.82 1.95 -0.65
0.04 -0.36 -1.38
0.28 0.16 0.13
-0.28 0.15 0.08
0.16 0.19 -0.46
0.08 -0.27 -0.69
-0.16 -0.69 0.78
-0.89 0.69 0.07
1.09 0.37 -0.02
-0.18 -0.22 0.16
0.14 -0.14 0.32
0.83 -0.64 1.76
-0.20 0.75 0.09
0.13 0.11 0.04
-0.10 -0.06 0.13
-0.04 0.01 -0.19
0.14 0.02 0.03
0.20 -0.03 0.04
-0.08 0.02 -0.27
-0.11 -0.09 0.20
-0.40 -0.13 0.02
0.00 -0.04 -0.10
0.40 0.13 -0.29
0.00 -0.04 0.12
-0.09 -0.17 0.06
0.19 -0.05 0.14
-0.12 0.11 -0.20
-0.30 -0.02 0.15
-0.08 0.05 -0.13
0.11 0.05 0.11
0.13 0.16 -0.09
0.12 0.08 -0.15
-0.19 0.00 -0.11
0.11 -0.15 0.18
0.16 0.18 0.01
0.10 -0.15 0.16
-0.22 0.02 -0.07
-0.22 -0.26 0.13
0.08 -0.10 0.15
0.32 0.05 0.08
-0.07 0.03 -0.08
-0.30 0.04 0.07
0.05 0.20 -0.13
0.04 -0.10 0.17
-0.12 -0.13 -0.09
0.07 -0.09 0.19
0.09 0.05 -0.19
0.02 0.17 -0.08
-0.20 0.42 -0.12
-0.01 -0.01 0.13
-0.04 -0.42 -0.06
-0.10 -0.30 -0.01
0.34 0.04 0.05
0.05 1.08 -1.39
-0.15 -0.68 0.77
-0.56 0.40 -0.16
0.63 -0.57 -0.77
-1.24 0.61 1.24
-0.21 0.81 0.25
1.01 -0.81 0.50
-0.54 -1.36 -1.07
-1.10 0.09 0.30
0.72 0.59 0.11
-0.73 0.23 -0.77
1.12 -0.72 1.19
0.59 -0.22 -0.11
-0.38 -0.53 0.78
0.80 0.60 -1.41
0.16 0.22 0.15
0.05 0.06 -0.01
-0.14 0.15 -0.06
0.24 -0.15 0.25
-0.19 -0.38 0.04
-0.28 0.00 0.26
0.11 -0.01 -0.03
-0.40 0.28 0.03
0.46 -0.15 0.04

=====

Let's list energy relative to the best compared isomer or geometry (same formula, charge and spin) in order: 0.000, 0.000 eV.